Record 1
Molecular formula: C72H81FGe2InN6O3PS4
Method: DFT, ωB97M-V with the def2-TZVPD basis set

Charge   -2

Each line ends with the Löwdin charge.
CARTESIAN COORDINATES (ANGSTROEM)
In: -0.465 -1.671 2.078  0.65
C: -1.840 4.255 3.489  -0.14
C: -2.331 3.880 2.242  -0.08
C: -2.401 2.542 1.889  0.00
C: -1.981 1.576 2.797  -0.27
C: -1.437 1.941 4.019  -0.03
C: -1.381 3.283 4.369  -0.10
N: -2.141 0.185 2.505  0.02
N: -3.267 -0.087 2.081  0.11
C: -3.471 -1.415 1.617  -0.31
C: -4.798 -1.708 1.302  -0.06
C: -5.115 -2.946 0.778  -0.10
C: -4.089 -3.852 0.524  -0.10
C: -2.766 -3.525 0.786  -0.11
C: -2.427 -2.307 1.364  -0.14
H: -1.804 5.301 3.771  0.10
H: -2.670 4.633 1.540  0.10
H: -2.742 2.224 0.910  0.11
H: -1.085 1.164 4.688  0.11
H: -0.986 3.574 5.336  0.10
H: -5.552 -0.947 1.476  0.11
H: -6.141 -3.196 0.535  0.09
H: -4.336 -4.819 0.102  0.09
H: -1.984 -4.232 0.530  0.09
C: 4.246 5.635 -6.079  -0.06
C: 3.094 4.694 -5.824  -0.28
C: 1.827 5.163 -5.507  -0.02
C: 0.744 4.301 -5.348  -0.22
C: -0.615 4.850 -4.994  -0.03
C: 0.941 2.926 -5.519  -0.14
C: 2.224 2.432 -5.789  -0.19
C: 2.458 0.954 -5.976  -0.04
C: 3.282 3.323 -5.924  -0.02
C: -0.219 1.998 -5.737  -0.20
C: -0.726 2.180 -7.030  -0.06
C: -1.685 1.348 -7.559  -0.08
C: -2.101 0.271 -6.807  -0.06
C: -1.634 0.061 -5.509  -0.20
C: -0.707 0.959 -4.907  -0.17
Ge: -0.387 0.783 -2.889  -0.10
S: -2.107 0.153 -1.852  0.05
S: 0.446 2.683 -1.893  0.22
Ge: 1.618 1.144 -0.710  0.02
S: 0.785 0.497 1.187  0.29
S: 1.603 -0.292 -2.450  0.25
C: 3.399 1.902 -0.118  -0.18
C: 4.565 1.098 -0.136  -0.22
C: 5.774 1.591 0.354  -0.05
C: 5.856 2.853 0.912  -0.08
C: 4.719 3.635 0.968  -0.06
C: 3.500 3.186 0.460  -0.21
C: 2.368 4.165 0.550  -0.16
C: 1.567 4.249 1.693  -0.18
C: 1.834 3.395 2.905  -0.04
C: 0.520 5.170 1.711  -0.01
C: 0.274 6.021 0.645  -0.26
C: -0.899 6.970 0.656  -0.06
C: 1.144 5.987 -0.439  -0.03
C: 2.192 5.078 -0.493  -0.26
C: 3.106 5.053 -1.679  -0.05
C: 4.603 -0.296 -0.682  -0.16
C: 4.392 -1.403 0.145  -0.19
C: 4.114 -1.289 1.624  -0.03
C: 4.454 -2.679 -0.416  -0.01
C: 4.735 -2.878 -1.755  -0.27
C: 4.755 -4.263 -2.349  -0.06
C: 4.984 -1.765 -2.551  -0.03
C: 4.922 -0.480 -2.038  -0.25
C: 5.153 0.708 -2.940  -0.04
C: -2.102 -1.255 -4.957  -0.16
C: -3.465 -1.500 -4.726  -0.24
C: -4.479 -0.386 -4.706  -0.05
C: -3.878 -2.791 -4.419  -0.02
C: -2.981 -3.845 -4.323  -0.27
C: -3.429 -5.236 -3.954  -0.06
C: -1.642 -3.588 -4.564  -0.01
C: -1.187 -2.317 -4.897  -0.19
C: 0.279 -2.129 -5.194  -0.04
H: 3.951 6.672 -5.915  0.07
H: 4.596 5.542 -7.111  0.07
H: 5.090 5.411 -5.424  0.07
H: 1.667 6.233 -5.393  0.11
H: -0.632 5.938 -5.086  0.07
H: -0.854 4.590 -3.959  0.07
H: -1.399 4.427 -5.624  0.07
H: 1.836 0.558 -6.783  0.08
H: 2.203 0.410 -5.064  0.03
H: 3.505 0.758 -6.212  0.07
H: 4.274 2.935 -6.141  0.11
H: -0.324 2.993 -7.626  0.12
H: -2.071 1.509 -8.560  0.09
H: -2.795 -0.449 -7.226  0.12
H: 6.655 0.960 0.292  0.12
H: 6.797 3.223 1.301  0.09
H: 4.758 4.625 1.413  0.12
H: 2.897 3.395 3.159  0.08
H: 1.544 2.358 2.713  0.00
H: 1.261 3.754 3.762  0.07
H: -0.121 5.209 2.587  0.07
H: -1.519 6.813 1.540  0.06
H: -1.522 6.815 -0.229  0.08
H: -0.567 8.012 0.650  0.07
H: 0.989 6.666 -1.275  0.11
H: 2.999 5.971 -2.252  0.07
H: 2.850 4.209 -2.327  0.06
H: 4.150 4.940 -1.380  0.08
H: 4.038 -0.255 1.954  0.07
H: 4.907 -1.782 2.195  0.08
H: 3.172 -1.778 1.862  0.06
H: 4.248 -3.534 0.220  0.12
H: 4.670 -5.022 -1.571  0.07
H: 5.677 -4.437 -2.909  0.07
H: 3.914 -4.392 -3.035  0.08
H: 5.199 -1.901 -3.609  0.11
H: 5.609 0.393 -3.880  0.07
H: 5.796 1.454 -2.466  0.07
H: 4.198 1.193 -3.169  0.07
H: -4.323 0.341 -5.501  0.06
H: -4.364 0.142 -3.753  0.05
H: -5.496 -0.780 -4.773  0.07
H: -4.937 -2.970 -4.248  0.11
H: -4.500 -5.371 -4.125  0.07
H: -3.227 -5.434 -2.902  0.07
H: -2.887 -5.986 -4.534  0.07
H: -0.925 -4.404 -4.506  0.11
H: 0.747 -3.091 -5.414  0.08
H: 0.796 -1.704 -4.334  -0.01
H: 0.439 -1.459 -6.042  0.07
O: 0.059 -4.207 2.046  -0.20
N: 0.778 -4.069 1.039  -0.20
O: 0.907 -2.877 0.678  -0.20
C: -5.010 -1.707 4.956  -0.11
N: -4.388 -2.550 5.991  -0.30
C: -4.214 -1.820 7.241  -0.12
P: -3.029 -3.370 5.415  0.52
O: -2.037 -2.539 4.709  -0.26
N: -3.692 -4.602 4.528  -0.29
C: -2.713 -5.545 3.987  -0.09
C: -5.027 -5.144 4.672  -0.13
N: -2.346 -4.055 6.766  -0.32
C: -1.030 -3.664 7.241  -0.10
C: -3.038 -5.045 7.553  -0.12
H: -6.028 -1.446 5.262  0.08
H: -5.054 -2.246 4.012  0.06
H: -4.445 -0.783 4.785  0.08
H: -5.197 -1.530 7.619  0.08
H: -3.615 -0.909 7.116  0.09
H: -3.733 -2.449 7.988  0.06
H: -1.787 -5.032 3.729  0.07
H: -3.105 -5.997 3.076  0.08
H: -2.493 -6.347 4.709  0.08
H: -5.674 -4.428 5.168  0.07
H: -5.025 -6.080 5.251  0.07
H: -5.436 -5.367 3.682  0.08
H: -0.600 -2.938 6.559  0.06
H: -0.364 -4.534 7.289  0.09
H: -1.088 -3.223 8.245  0.08
H: -4.039 -5.216 7.156  0.06
H: -3.139 -4.719 8.597  0.08
H: -2.499 -6.000 7.557  0.08
F: 3.324 -1.364 7.171  0.01
C: 2.500 -1.421 6.086  -0.30
C: 2.036 -2.647 5.667  -0.05
C: 1.185 -2.690 4.562  -0.14
C: 0.797 -1.535 3.880  -0.24
C: 1.315 -0.320 4.341  -0.15
C: 2.161 -0.249 5.447  -0.02
H: 2.331 -3.547 6.197  0.11
H: 0.823 -3.654 4.220  0.08
H: 1.070 0.596 3.816  0.02
H: 2.561 0.693 5.804  0.11

Record 2
Molecular formula: C2AlF3NO6S2
Method: DFT, ωB97M-V with the def2-TZVPD basis set

Charge   0
2S+1   2

Each line ends with the Mulliken spin population.
CARTESIAN COORDINATES (ANGSTROEM)
N: -0.306 -0.847 1.011  0.00
S: 1.249 -0.844 0.436  0.01
O: 1.285 -0.463 -1.045  0.06
S: -1.460 0.069 0.481  0.03
O: -1.063 1.186 -0.427  -0.03
O: -2.399 0.432 1.538  0.01
C: -2.473 -1.023 -0.646  0.00
F: -1.735 -1.456 -1.654  0.00
F: -2.928 -2.063 0.035  0.00
F: -3.498 -0.331 -1.118  0.00
O: 4.383 0.572 0.928  0.01
C: 3.400 1.146 0.575  -0.01
O: 2.976 1.842 -0.327  -0.03
O: 1.860 0.397 1.244  0.02
Al: 0.710 1.383 -1.031  0.93

Record 3
Molecular formula: C5H5N
Method: DFT, ωB97M-V with the def2-TZVPD basis set

Charge   0

Each line ends with the Löwdin charge.
CARTESIAN COORDINATES (ANGSTROEM)
C: -1.834 -0.271 -0.433  -0.07
C: -0.775 0.710 -0.439  -0.09
C: 0.293 1.237 -0.213  -0.04
C: 1.262 0.497 0.667  -0.21
C: 2.091 -0.401 -0.149  -0.23
N: 2.684 -1.149 -0.802  0.14
H: -2.658 0.010 -1.079  0.08
H: -2.190 -0.406 0.596  0.09
H: -1.401 -1.219 -0.772  0.10
H: 1.862 1.147 1.293  0.10
H: 0.666 -0.154 1.330  0.12

Record 4
Molecular formula: C6H9ClF10NaO3P2S3
Method: DFT, ωB97M-V with the def2-TZVPD basis set

Charge   +1

Each line ends with the Löwdin charge.
CARTESIAN COORDINATES (ANGSTROEM)
O: 3.774 -3.022 0.435  0.09
C: 4.001 -1.858 0.003  -0.34
F: 4.677 -1.801 -1.266  0.00
C: 3.589 -0.568 0.865  -0.30
P: 1.913 0.204 0.287  0.21
S: 2.907 0.865 -1.499  0.50
Cl: 1.065 -0.525 2.162  0.27
C: 0.737 -0.961 -0.633  -0.36
C: -0.264 -0.256 -1.668  -0.10
C: -1.632 0.289 -0.965  -0.29
F: -1.270 0.643 0.374  -0.01
F: -1.982 1.458 -1.741  0.06
C: -2.704 -0.896 -1.082  -0.30
F: -3.139 -1.001 -2.428  0.09
F: -2.121 -2.179 -0.768  0.06
S: -4.219 -0.722 0.009  1.04
F: -5.162 -0.489 -1.383  -0.16
F: -4.448 -2.399 -0.138  -0.16
F: -3.345 -0.998 1.426  -0.24
F: -4.108 0.940 0.121  -0.15
F: -5.601 -0.641 0.953  -0.14
P: 1.477 2.233 0.978  0.15
O: 0.489 2.182 2.408  -0.40
O: 0.769 3.251 -0.197  -0.28
S: 3.167 3.041 1.551  0.30
H: 4.350 0.285 0.834  0.07
H: 3.514 -0.930 1.961  0.08
H: 4.279 0.925 -1.287  -0.10
H: 1.397 -1.739 -1.187  0.12
H: 0.160 -1.563 0.164  0.06
H: -0.589 -1.077 -2.422  0.15
H: 0.183 0.583 -2.301  0.12
H: 0.315 3.113 2.712  0.08
H: 0.271 3.936 0.325  0.09
Na: -2.451 -0.322 3.396  0.82

Record 5
Molecular formula: C4H6N3O
Method: DFT, ωB97M-V with the def2-TZVPD basis set

Charge   -1

Each line ends with the Löwdin charge.
CARTESIAN COORDINATES (ANGSTROEM)
C: 1.427 -0.667 0.746  -0.16
C: 2.203 1.050 -0.180  -0.37
C: 0.578 -0.231 -0.328  -0.47
C: -0.579 -0.832 -0.769  0.02
N: 2.453 0.173 0.771  0.00
N: 1.082 0.967 -0.804  0.05
N: -2.118 0.436 0.443  -0.12
O: -1.768 1.676 -0.199  -0.25
H: 1.202 -1.457 1.441  0.08
H: 2.902 1.860 -0.438  0.09
H: -1.273 -0.533 -1.595  0.07
H: -0.763 -1.969 -0.548  0.09
H: -0.908 1.340 -0.532  0.00
H: -1.974 0.585 1.438  -0.01

Record 6
Molecular formula: C6H10ClNO2S
Method: DFT, ωB97M-V with the def2-TZVPD basis set

Charge   0

Each line ends with the Löwdin charge.
CARTESIAN COORDINATES (ANGSTROEM)
N: 1.756 -0.401 1.342  0.01
C: 0.510 -0.930 1.895  -0.30
C: -0.170 -1.804 0.866  -0.23
S: -0.725 -0.958 -0.701  0.62
O: 0.427 -0.772 -1.439  -0.34
O: -1.950 -1.629 -1.202  -0.37
C: -1.322 0.683 0.049  -0.17
C: -0.506 1.739 0.107  -0.14
C: 0.367 1.979 -1.035  -0.19
C: 0.051 1.491 -2.225  -0.56
Cl: -1.533 1.082 -2.643  0.77
H: 2.222 -1.084 0.779  0.06
H: 1.546 0.300 0.664  0.02
H: -0.154 -0.121 2.285  0.12
H: 0.796 -1.719 2.668  0.13
H: -1.162 -2.251 1.087  0.10
H: 0.502 -2.463 0.236  0.12
H: -2.136 0.467 0.588  0.05
H: -0.606 2.472 0.793  0.08
H: 1.340 2.426 -1.003  0.11
H: 0.746 1.493 -3.112  0.11

E_tot (eV)
-264623.00358 -52268.09673 -6752.49529 -107698.60682 -10759.50288 -35322.79936